[1]
# C19H32BrIN2O7

A 3-piece molecular cluster, C19H32BrIN2O7 overall in a non-equilibrium geometry (ωB97M-V/def2-TZVPD, OMol25).

Properties
molecular weight	607.28	g/mol
HOMO level	-8.9	eV
Kohn-Sham gap	9.2	eV
lowest unoccupied orbital energy	0.3	eV

Last column: natural (NBO) charge in e.
Atoms and positions in Å:
C1 1.05737 0.97265 1.82913  -0.633
C2 2.05996 0.22601 0.81784  -0.414
C3 1.98959 -1.36838 0.86510  -0.423
C4 0.91865 -2.00418 -0.16778  -0.256
N1 0.33539 -3.27751 0.33110  -0.643
C5 -0.96832 -3.11470 0.99324  0.102
N2 -1.04264 -2.61372 2.39271  -0.695
C6 -2.10082 -1.57015 2.49814  0.722
O1 -2.75594 -1.20104 3.47793  -0.538
C7 -2.14481 -0.98829 0.97872  -0.359
C8 -3.39404 -0.00042 0.90002  -0.439
C9 -3.54075 0.80964 -0.47230  -0.300
C10 -4.16840 2.27307 -0.12730  -0.651
I1 -1.66124 1.19155 -1.51606  0.050
C11 -2.19984 -2.40779 0.24189  -0.294
Br1 -2.25902 -2.49976 -1.72863  0.034
H1 0.51722 0.17900 2.44926  0.192
H2 1.54263 1.78534 2.45300  0.221
H3 0.24033 1.46006 1.18292  0.211
H4 3.12150 0.52324 1.14597  0.201
H5 1.84649 0.56879 -0.24752  0.206
H6 3.02276 -1.75086 0.53876  0.238
H7 1.78610 -1.80832 1.89298  0.192
H8 0.16422 -1.23124 -0.52083  0.189
H9 1.53751 -2.28062 -1.09853  0.215
H10 0.33510 -4.02041 -0.37039  0.393
H11 -1.31839 -4.20731 1.10561  0.188
H12 -0.16082 -2.23193 2.75744  0.408
H13 -1.14987 -0.41883 0.97168  0.262
H14 -4.33681 -0.59897 1.11614  0.233
H15 -3.27647 0.75387 1.74706  0.232
H16 -4.23598 0.27442 -1.19654  0.231
H17 -3.39968 3.06150 -0.41294  0.225
H18 -5.12106 2.48063 -0.70912  0.235
H19 -4.38958 2.40184 0.97842  0.218
H20 -3.09988 -2.96084 0.67923  0.235
C12 -3.01097 4.55663 -5.48066  -0.626
C13 -3.59323 5.23657 -4.26063  0.061
C14 -2.92250 4.83108 -2.98079  -0.105
O2 -3.95758 5.02145 -2.02200  -0.492
C15 -5.13119 4.82797 -2.68851  0.968
O3 -6.18931 4.67671 -2.15390  -0.574
O4 -4.93944 4.82185 -4.03503  -0.488
H21 -3.54905 4.86124 -6.38143  0.227
H22 -1.95450 4.80540 -5.60282  0.221
H23 -3.11186 3.47063 -5.40787  0.223
H24 -3.58866 6.32402 -4.39258  0.182
H25 -2.05438 5.44710 -2.74755  0.204
H26 -2.62779 3.77507 -2.96296  0.196
C16 6.82183 -2.47228 3.47118  -0.627
C17 6.41403 -3.37517 2.32733  0.060
C18 7.08453 -3.02717 1.03029  -0.096
O5 6.14175 -3.48848 0.06839  -0.485
C19 4.91870 -3.40060 0.66464  0.972
O6 3.87872 -3.47969 0.07977  -0.575
O7 5.03506 -3.20377 2.00452  -0.486
H27 6.28765 -2.74650 4.38382  0.230
H28 7.89544 -2.53814 3.66060  0.222
H29 6.56401 -1.43156 3.25830  0.220
H30 6.57373 -4.42492 2.59578  0.186
H31 8.04590 -3.52483 0.90707  0.206
H32 7.21863 -1.94899 0.88872  0.184

[2]
# C44H41CoFN3O3Si2

C44H41CoFN3O3Si2 as an isolated structure in a non-equilibrium geometry (ωB97M-V/def2-TZVPD, OMol25).

Properties
molecular weight	793.93	g/mol
HOMO level (spin up / spin down)	-4.2 / -4.2	eV
Kohn-Sham gap (spin up / spin down)	5.7 / 5.7	eV
lowest unoccupied orbital energy (spin up / spin down)	1.5 / 1.5	eV
2S+1	2
<S²>	0.797
total charge	-1

Last column: Mulliken spin population.
Atoms and positions in Å:
Co1 -0.31369 1.48487 -0.17947  0.995
C1 -1.24129 2.06727 -3.27567  0.001
O1 -0.29039 1.69257 -2.30557  0.010
C2 1.00141 1.47747 -2.73507  -0.010
C3 1.38591 1.31217 -4.04967  0.000
C4 2.73041 1.13717 -4.36897  0.000
C5 3.68311 1.13137 -3.36347  -0.001
C6 3.31031 1.26347 -2.04257  -0.003
C7 1.95791 1.42907 -1.69257  0.020
N1 1.52551 1.54317 -0.40547  0.000
N2 2.42841 1.49917 0.53503  -0.014
C8 2.18181 1.62407 1.82623  -0.003
C9 0.85391 1.82427 2.35083  0.005
O2 -0.20709 1.71577 1.61513  0.009
C10 0.70981 2.12917 3.71863  0.003
C11 1.78081 2.15377 4.57423  -0.007
C12 3.07161 1.80147 4.12883  0.001
C13 4.15461 1.68157 5.02073  -0.002
C14 5.38521 1.26157 4.58753  0.002
C15 5.58371 0.97937 3.23193  -0.002
C16 4.55631 1.12807 2.33213  0.002
C17 3.28021 1.52657 2.75053  -0.001
H1 -0.87139 2.89937 -3.88717  0.000
H2 -2.12959 2.38867 -2.73597  0.000
H3 -1.50189 1.22577 -3.92387  0.000
H4 0.65171 1.30257 -4.83977  0.000
H5 3.01601 0.99697 -5.40067  0.000
H6 4.72681 0.99937 -3.61397  0.000
H7 4.03971 1.21697 -1.25067  0.000
H8 -0.28959 2.35027 4.06593  0.000
H9 1.63881 2.41627 5.61423  0.000
H10 3.98741 1.90487 6.06693  0.000
H11 6.19441 1.13057 5.29343  0.000
H12 6.54971 0.62827 2.90243  0.000
H13 4.70201 0.90297 1.28673  -0.001
C18 -2.82139 -0.06653 1.58683  -0.004
Si1 -3.29609 0.74857 -0.07027  -0.007
C19 -5.21479 0.94327 0.06563  -0.002
C20 -3.12499 -0.24243 -1.69547  -0.001
N3 -2.23399 2.11707 -0.24567  -0.010
C21 -2.51769 3.42737 -0.22237  -0.023
C22 -3.82169 3.96777 -0.18307  -0.004
C23 -4.05799 5.32327 -0.18167  0.000
C24 -3.01729 6.24037 -0.21247  0.000
C25 -1.71379 5.76277 -0.26187  0.006
C26 -1.49999 4.40517 -0.27527  0.015
F1 -0.19769 3.95387 -0.36247  -0.004
H14 -3.48099 -0.89123 1.83913  0.000
H15 -2.84839 0.66057 2.39603  0.000
H16 -1.80559 -0.43993 1.53353  0.002
H17 -5.65799 -0.04923 0.12103  0.000
H18 -5.65609 1.43247 -0.80017  0.000
H19 -5.51139 1.47947 0.96303  0.000
H20 -3.61109 -1.20643 -1.62157  0.000
H21 -2.07949 -0.42803 -1.90857  0.002
H22 -3.56539 0.27497 -2.54587  0.000
H23 -4.64679 3.28067 -0.15137  0.001
H24 -5.08309 5.66917 -0.15937  0.000
H25 -3.21969 7.30177 -0.20057  0.000
H26 -0.87089 6.44007 -0.29317  0.000
O3 -0.17149 -0.59983 -0.43517  0.002
Si2 0.01711 -2.14613 -0.27667  0.019
C27 1.26201 -2.90633 -1.52367  -0.002
C28 1.41191 -4.27643 -1.72357  0.002
C29 2.29311 -4.77063 -2.66987  0.000
C30 3.04931 -3.90293 -3.44127  0.000
C31 2.92191 -2.53823 -3.25157  0.000
C32 2.03971 -2.05693 -2.30157  0.006
C33 -1.63479 -3.02893 -0.66347  0.001
C34 -1.96609 -3.34603 -1.97597  0.001
C35 -3.22469 -3.80653 -2.32097  0.000
C36 -4.20079 -3.92823 -1.34467  0.000
C37 -3.89439 -3.62223 -0.02947  0.000
C38 -2.61789 -3.20183 0.30163  0.000
C39 0.60631 -2.70853 1.45323  0.001
C40 1.37851 -1.82453 2.20013  0.000
C41 1.82681 -2.13423 3.47163  -0.001
C42 1.51811 -3.36633 4.02423  0.000
C43 0.76651 -4.27263 3.29403  0.000
C44 0.31661 -3.94433 2.02583  -0.001
H27 0.82441 -4.97153 -1.13617  0.000
H28 2.39141 -5.83853 -2.81717  0.000
H29 3.72781 -4.28733 -4.19037  0.000
H30 3.50471 -1.84683 -3.84597  0.000
H31 1.94001 -0.99373 -2.15867  -0.006
H32 -1.21959 -3.19963 -2.74397  0.000
H33 -3.45819 -4.05033 -3.35207  0.000
H34 -5.19429 -4.26393 -1.60577  0.000
H35 -4.66419 -3.69263 0.72973  0.000
H36 -2.38099 -2.99843 1.33433  0.000
H37 1.62951 -0.86573 1.77533  0.002
H38 2.41071 -1.41793 4.03593  0.000
H39 1.85521 -3.62013 5.02033  0.000
H40 0.52401 -5.23883 3.72233  0.000
H41 -0.27679 -4.66433 1.47423  0.000